(1)
This record from the OMol25 dataset describes a single C6H8 molecule. The level of theory is ωB97M-V/def2-TZVPD.

molar mass = 80.1 u
Kohn-Sham gap (alpha / beta) = 7.70 / 7.70 eV
total energy = -233.276259 Eh
largest force on an atom = 0.5 eV/Å
energy above the lowest of the compared OMol25 structures with the same formula, charge and spin = 290.8 kJ/mol

Last column: Mulliken charge in e.
Positions of all 14 atoms, in Å:
C  -1.197891  0.804053  0.542508  -1.231
C  -0.347666  0.254297  -0.630739  0.122
C  1.098513  0.694890  -0.301785  -0.516
C  1.570999  -0.274543  0.748878  -0.533
C  0.818792  -1.477526  0.404079  -0.374
C  -0.211253  -1.220204  -0.437187  -0.287
H  -2.142531  0.269604  0.679491  0.357
H  -1.399074  1.872465  0.426901  0.330
H  -0.763407  0.552846  -1.601474  0.380
H  1.192438  1.757194  -0.053929  0.307
H  1.773438  0.489562  -1.148788  0.333
H  -0.609356  0.668846  1.457732  0.327
H  1.015307  -2.449234  0.847845  0.382
H  -0.900527  -1.949196  -0.863297  0.404

Force components x, y, z for each atom (eV/Å):
C -0.14 0.08 0.08
C 0.04 -0.09 -0.01
C 0.07 0.11 0.15
C -0.05 -0.20 -0.45
C 0.12 -0.05 0.02
C 0.04 0.10 0.17
H 0.04 0.14 -0.15
H -0.03 -0.13 -0.08
H 0.11 -0.08 0.17
H 0.04 -0.21 0.09
H -0.09 0.06 0.04
H -0.22 0.04 -0.11
H 0.07 0.09 -0.16
H 0.01 0.13 0.24

***

(2)
This record from the OMol25 dataset describes a single C6H8 molecule. The level of theory is ωB97M-V/def2-TZVPD.

molar mass = 80.1 u
Kohn-Sham gap (alpha / beta) = 7.76 / 7.76 eV
total energy = -233.190902 Eh
largest force on an atom = 0.5 eV/Å
energy above the lowest of the compared OMol25 structures with the same formula, charge and spin = 514.9 kJ/mol

Last column: Mulliken charge in e.
Positions of all 14 atoms, in Å:
C  0.890648  0.073684  1.634677  -0.745
C  -0.385994  -1.065385  0.140058  -0.033
C  -1.492011  -0.316777  -0.147072  -1.052
C  -0.387597  0.861961  -1.585371  -0.430
C  0.767644  0.914832  -1.098889  -0.352
C  0.886324  -0.347253  0.313973  -0.077
H  -0.020091  0.437847  2.097772  0.262
H  1.793556  0.099586  2.242427  0.283
H  -0.375011  -2.150279  0.086103  0.323
H  -1.592820  0.679610  0.278443  0.311
H  -2.435730  -0.796871  -0.402583  0.371
H  -1.151550  1.095691  -2.302011  0.421
H  1.720444  1.394379  -1.250152  0.362
H  1.782188  -0.881026  -0.007374  0.355

Force components x, y, z for each atom (eV/Å):
C 0.02 0.07 0.01
C -0.18 0.08 -0.19
C -0.01 -0.13 0.18
C 0.42 0.07 0.10
C -0.37 0.11 -0.29
C 0.05 -0.20 0.29
H 0.10 -0.08 -0.10
H -0.11 0.00 -0.12
H 0.01 0.17 0.02
H 0.06 -0.11 -0.09
H 0.16 0.06 0.03
H 0.13 -0.05 0.13
H -0.16 -0.08 0.03
H -0.13 0.09 0.01

***

(3)
This record from the OMol25 dataset describes 2 unconnected molecules or ions with the total composition C6H8. The level of theory is ωB97M-V/def2-TZVPD.

molar mass = 80.1 u
Kohn-Sham gap (alpha / beta) = 7.88 / 7.94 eV
total energy = -233.143848 Eh
largest force on an atom = 4.0 eV/Å
energy above the lowest of the compared OMol25 structures with the same formula, charge and spin = 638.4 kJ/mol

Last column: Mulliken charge in e.
Positions of all 14 atoms, in Å:
C  0.852800  0.277734  -1.403442  -0.702
C  0.402433  0.885808  -0.248069  0.772
C  -0.379665  -0.440649  -1.906254  -0.198
C  -0.577037  -0.075953  -0.455895  -0.231
C  0.756527  1.841708  0.870321  -0.975
C  -0.597034  -1.853769  1.120198  -0.860
H  -0.746390  0.330550  -2.588868  0.218
H  -0.362428  -1.498522  -2.215332  0.259
H  0.998144  1.229816  1.742418  0.252
H  -0.118345  2.368370  1.143888  0.314
H  1.575963  2.484075  0.600628  0.303
H  0.239163  -1.259179  1.425425  0.242
H  -0.430852  -2.749114  0.646266  0.296
H  -1.613279  -1.540876  1.268715  0.309

Force components x, y, z for each atom (eV/Å):
C 0.77 -0.15 1.95
C 0.02 0.81 -0.70
C -0.31 1.19 0.29
C 0.25 -2.56 0.08
C 0.30 -1.97 -0.82
C -0.46 3.75 -1.36
H -0.75 -0.85 -0.14
H 0.05 0.75 0.08
H 0.30 0.12 0.02
H -0.84 0.86 0.10
H 0.23 0.24 0.00
H 0.08 -0.19 0.86
H 0.43 -1.91 -1.08
H -0.07 -0.09 0.74

***

(4)
This record from the OMol25 dataset describes a single C6H8 molecule. The level of theory is ωB97M-V/def2-TZVPD.

structure (SMILES) = C#CC1CCC1
molar mass = 80.1 u
Kohn-Sham gap = 10.90 eV
total energy = -233.316663 Eh
largest force on an atom = 1.3 eV/Å
energy above the lowest of the compared OMol25 structures with the same formula, charge and spin = 184.7 kJ/mol

Last column: Mulliken charge in e.
Positions of all 14 atoms, in Å:
C  2.908383  -0.524446  -0.128630  0.189
C  1.791211  -0.223562  0.215881  -0.844
C  0.397973  0.109858  0.516815  0.092
C  -0.464171  1.107642  -0.339831  -0.649
C  -1.644160  0.140383  -0.121265  -0.503
C  -0.649583  -0.984430  0.172614  -0.610
H  3.905443  -0.728972  -0.461167  0.414
H  0.277065  0.628348  1.462313  0.213
H  -0.628678  2.118825  0.061410  0.279
H  -0.086959  1.184338  -1.357276  0.305
H  -2.187288  0.392840  0.797740  0.223
H  -2.354524  0.009852  -0.935542  0.316
H  -0.324167  -1.460109  -0.761190  0.260
H  -0.940540  -1.770572  0.878131  0.314

Force components x, y, z for each atom (eV/Å):
C -0.46 0.27 0.11
C 0.32 0.28 -0.34
C -0.02 0.41 -0.16
C 0.12 0.10 -0.25
C -0.28 0.05 -0.15
C -0.01 -0.07 0.00
H -0.28 -0.04 0.17
H 0.26 -0.96 0.83
H 0.40 -0.33 -0.08
H -0.28 -0.12 -0.18
H 0.04 0.09 -0.24
H -0.02 -0.04 0.03
H -0.05 0.07 0.20
H 0.26 0.28 0.05